The following is a DFT calculation (ωB97M-V with the def2-TZVPD basis set) of a 2-piece molecular cluster, C21H28NO7 overall.

Geometry (Å):
C -4.28566 -1.97765 4.44715
O -2.88601 -2.28211 4.62388
C -2.12549 -1.98904 3.40912
C -1.10116 -0.73744 3.64318
C 0.38964 -1.26820 3.95943
C 1.43519 -0.48089 3.00841
C 1.90573 0.94117 3.58482
C 0.97643 2.18852 3.18648
C 0.46264 2.20333 1.66909
C 1.61370 2.42905 0.57082
C 0.99449 2.76172 -0.88838
C -0.32995 3.56692 -1.09484
N -0.87969 3.86967 -2.40752
C -0.21243 3.46547 -3.62172
C 1.09912 2.65842 -3.57044
C 1.70696 2.28073 -2.18529
C 3.05465 1.40161 -2.20433
O 2.92670 0.16789 -2.09553
O 4.28744 2.08695 -2.37545
H -4.54013 -0.86091 4.47591
H -4.89701 -2.46214 5.30170
H -4.73038 -2.40029 3.46805
H -1.50502 -2.92027 3.11705
H -2.81131 -1.64833 2.54272
H -1.51518 -0.01985 4.43968
H -1.05959 -0.17830 2.64608
H 0.48084 -2.40403 3.75570
H 0.61795 -1.14407 5.07920
H 2.38495 -1.14630 2.98265
H 1.05946 -0.45592 1.92223
H 1.88661 0.87988 4.74147
H 2.99500 1.12765 3.29563
H 1.56091 3.15863 3.37478
H 0.04870 2.23243 3.87009
H -0.12817 1.27731 1.34887
H -0.28089 3.09036 1.59039
H 2.36282 3.24912 0.87322
H 2.18588 1.43996 0.44223
H -0.94312 3.93920 -0.20795
H -1.76938 4.38841 -2.45349
H -0.71440 3.78300 -4.60386
H 1.59668 2.35173 -4.55210
H 4.69987 1.72789 -3.20203
C 0.23909 -3.94799 -3.60197
C 0.78824 -2.78139 -3.25573
C 0.14662 -1.48433 -3.61375
O 0.66853 -0.43702 -3.26348
C -1.09884 -1.52281 -4.38607
C -1.64668 -2.68934 -4.73560
C -1.01946 -3.98710 -4.35392
O -1.55681 -5.03185 -4.67413
O -2.80014 -2.73996 -5.45409
O 1.95807 -2.72933 -2.55944
H 0.69321 -4.89617 -3.34654
H -1.54473 -0.57450 -4.65459
H -2.98859 -3.69187 -5.57681
H 2.14409 -1.77760 -2.43096

The calculation puts the calculated total energy at -38040.7813 eV. The value obtained for the max |F| is 4.91 eV/A. The calculation puts the energy above the lowest of the compared OMol25 structures with the same formula, charge and spin at 36.2 kcal/mol. For the LUMO energy, the calculation gives -0.181 hartree. Its HOMO energy is -11.353 eV. The HOMO-LUMO gap comes out at 6.41 eV. Its total charge is +1.

In elementary charge units, the Löwdin charges are: -0.144 -0.227 -0.204 -0.160 -0.192 -0.218 -0.197 -0.196 -0.217 -0.128 -0.023 0.079 0.051 0.020 0.065 0.034 -0.355 0.101 0.075 0.092 0.103 0.095 0.127 0.117 0.123 0.078 0.111 0.117 0.114 0.099 0.121 0.107 0.117 0.117 0.100 0.101 0.143 0.123 0.134 0.164 0.146 0.136 0.146 0.086 -0.214 -0.297 0.074 0.071 -0.216 -0.307 0.129 0.105 0.101 0.142 0.130 0.123 0.078



The following is a DFT calculation (ωB97M-V with the def2-TZVPD basis set) of one molecule with the formula C2H4N4S.

Geometry (Å):
C -1.38803 -0.27491 -0.67568
C -0.26178 -0.51467 0.05081
N -1.45820 0.53988 -1.64836
N -1.75919 1.08501 -2.60276
N 0.72191 0.28986 0.45371
N 1.62272 -0.38567 1.33595
S 1.14439 1.79141 0.05544
H -2.33857 -0.87551 -0.68564
H -0.41523 -1.33515 0.73147
H 2.44080 -0.44701 0.73434
H 1.69116 0.12676 2.25072

The calculation puts the calculated total energy at -18930.1155 eV. The value obtained for the max |F| is 5.61 eV/A. The calculation puts the energy above the lowest of the compared OMol25 structures with the same formula, charge and spin at 102.3 kcal/mol. For the LUMO energy (spin up / spin down), the calculation gives -0.011 / -0.011 hartree. Its HOMO energy (spin up / spin down) is -7.418 / -7.415 eV. The HOMO-LUMO gap (spin up / spin down) comes out at 7.13 / 7.12 eV.

In elementary charge units, the Löwdin charges are: -0.169 -0.169 -0.090 0.261 -0.762 -0.017 0.498 0.155 0.119 0.070 0.103



The following is a DFT calculation (ωB97M-V with the def2-TZVPD basis set) of a 2-piece molecular cluster, C4H6F3NO overall.

Geometry (Å):
C 1.76398 0.69545 -0.41080
C 0.29672 1.21106 -0.32100
C 2.11873 -0.69594 0.03734
C -3.32031 -0.17443 -0.07092
N 1.26964 1.53202 0.47904
O 0.97785 -1.50928 0.25214
F -3.28729 -0.07832 1.28712
F -4.54160 0.13018 -0.41669
F -3.16449 -1.46393 -0.41228
H 2.55985 1.13042 -1.09717
H -2.37305 0.40770 -0.44297
H 2.44843 -0.46785 1.10620
H 2.89127 -1.23058 -0.51199
H 1.58777 2.13245 1.22500
H 0.77249 -1.61895 -0.70302

The calculation puts the calculated total energy at -15931.0475 eV. The value obtained for the max |F| is 5.82 eV/A. The calculation puts the energy above the lowest of the compared OMol25 structures with the same formula, charge and spin at 122.0 kcal/mol. For the LUMO energy, the calculation gives 0.031 hartree. Its HOMO energy is -9.809 eV. The HOMO-LUMO gap comes out at 10.66 eV.

In elementary charge units, the Löwdin charges are: -0.396 0.145 -0.260 -0.501 -0.008 -0.076 0.066 0.138 0.086 0.142 0.157 0.135 0.114 0.156 0.102



The following is a DFT calculation (ωB97M-V with the def2-TZVPD basis set) of C60H54N3P4SiTi as an isolated structure.

Geometry (Å):
Ti -0.08359 0.08349 -0.18285
C 2.42212 6.62899 -0.31282
C 1.50683 6.22841 -1.27386
C 0.85831 5.00631 -1.16449
C 1.11702 4.18222 -0.07225
C 2.03144 4.59235 0.89775
C 2.67881 5.80879 0.77758
P 0.27765 2.57422 0.18080
C -0.90506 2.59530 -1.22322
C -0.36002 2.08576 -2.41269
C -1.07524 2.14719 -3.60092
C -2.34390 2.70653 -3.60228
C -2.88640 3.21998 -2.42898
C -2.17296 3.17125 -1.24126
C -0.53943 2.85239 1.79300
C -1.05897 4.11372 2.09389
C -1.48879 4.40690 3.37654
C -1.35422 3.45529 4.37928
C -0.85586 2.19521 4.08366
C -0.44867 1.86097 2.79039
Si -0.06739 0.04192 2.31619
C 1.52270 -0.76620 2.95429
C 1.72995 -1.14545 4.28174
C 2.90257 -1.77047 4.67280
C 3.91633 -1.98460 3.74871
C 3.75830 -1.56128 2.43970
C 2.55482 -0.99058 2.02831
P 2.35954 -0.22073 0.38319
C 3.63899 1.07153 0.54549
C 4.60299 1.29626 -0.43264
C 5.59773 2.24016 -0.21731
C 5.63405 2.95935 0.96712
C 4.67082 2.73966 1.94245
C 3.67033 1.80696 1.73174
C 2.97766 -1.23472 -0.99994
C 2.28309 -1.02870 -2.19656
C 2.64569 -1.68601 -3.36064
C 3.71628 -2.56869 -3.33625
C 4.41940 -2.77740 -2.15756
C 4.06141 -2.10833 -0.99635
C -1.62133 -0.86864 2.91740
C -1.75894 -1.54111 4.13123
C -2.98408 -2.05584 4.52612
C -4.10698 -1.87144 3.73113
C -3.99695 -1.18805 2.53166
C -2.75244 -0.72842 2.10446
P -2.54559 0.18446 0.53881
C -3.84668 1.44820 0.77931
C -3.84910 2.15403 1.98339
C -4.82768 3.10246 2.22894
C -5.81224 3.34932 1.28173
C -5.81371 2.64844 0.08533
C -4.82834 1.70616 -0.17408
C -3.23420 -0.76538 -0.86705
C -4.42918 -1.48359 -0.89714
C -4.89605 -1.99975 -2.09618
C -4.20391 -1.77780 -3.28158
C -3.00782 -1.07916 -3.26408
C -2.52155 -0.60343 -2.05500
H 2.92956 7.57870 -0.41392
H 1.29326 6.87251 -2.11669
H 0.15264 4.71744 -1.93086
H 2.21647 3.96501 1.75817
H 3.38395 6.12140 1.53699
H 0.66971 1.72801 -2.41658
H -0.64024 1.78325 -4.52299
H -2.90222 2.76345 -4.52761
H -3.86648 3.67867 -2.44071
H -2.58805 3.59988 -0.33819
H -1.10604 4.87347 1.32264
H -1.90430 5.38123 3.59799
H -1.63695 3.70186 5.39487
H -0.79128 1.45846 4.87721
H 0.97733 -0.93204 5.03064
H 3.04204 -2.07050 5.70318
H 4.84319 -2.44960 4.05743
H 4.59444 -1.64034 1.75999
H 4.58888 0.73676 -1.35863
H 6.35497 2.40561 -0.97217
H 6.41597 3.68914 1.12961
H 4.70702 3.29088 2.87388
H 2.92506 1.62400 2.49942
H 1.45483 -0.31701 -2.21858
H 2.10800 -1.51054 -4.28382
H 4.01066 -3.08035 -4.24286
H 5.25620 -3.46288 -2.14110
H 4.62421 -2.29085 -0.09408
H -0.90403 -1.66724 4.78285
H -3.07339 -2.58006 5.46886
H -5.06906 -2.24749 4.05336
H -4.88736 -0.99022 1.95020
H -3.09412 1.94967 2.73237
H -4.83012 3.64301 3.16680
H -6.58228 4.08274 1.48165
H -6.58715 2.83049 -0.64990
H -4.83281 1.17948 -1.11862
H -5.00978 -1.63105 0.00146
H -5.82200 -2.55973 -2.11428
H -4.59600 -2.15550 -4.21655
H -2.45272 -0.91210 -4.17884
H -1.56541 -0.07994 -2.02967
C -0.23497 -5.38053 0.98825
N -1.51609 -4.79544 0.60717
C -1.87041 -5.23241 -0.73928
N -0.83089 -4.92234 -1.71921
C 0.42658 -5.52242 -1.28423
N 0.82491 -5.05703 0.03864
C 1.17657 -3.65762 0.03384
P -0.27012 -2.52530 -0.42360
C -1.50564 -3.35602 0.73180
C -0.71085 -3.50960 -1.97885
H -0.34268 -6.46511 1.02486
H 0.04261 -5.02325 1.98188
H -2.80623 -4.75536 -1.03930
H -2.02046 -6.31246 -0.72747
H 1.21022 -5.29215 -2.00919
H 0.29794 -6.60444 -1.24361
H 1.96412 -3.50550 -0.70297
H 1.56032 -3.36065 1.01387
H -2.50179 -2.96670 0.52726
H -1.23744 -3.08786 1.75542
H 0.08898 -3.34521 -2.70684
H -1.64255 -3.13924 -2.39338

Its spin multiplicity is 2. The calculation puts the calculated total energy at -135703.4745 eV. The value obtained for the max |F| is 1.61 eV/A. The calculation puts the energy above the lowest of the compared OMol25 structures with the same formula, charge and spin at 14.2 kcal/mol. The expectation value of S² is 0.7621. For the LUMO energy (spin up / spin down), the calculation gives -0.201 / -0.195 hartree. Its HOMO energy (spin up / spin down) is -12.521 / -12.616 eV. The HOMO-LUMO gap (spin up / spin down) comes out at 7.04 / 7.31 eV. Its total charge is +2.

Atom charges from the Löwdin analysis, given in e for atoms 1 to 99: 0.224 -0.054 -0.057 -0.069 -0.331 -0.096 -0.055 1.050 -0.426 -0.165 -0.066 -0.041 -0.038 -0.073 -0.383 -0.082 -0.052 -0.051 -0.086 -0.287 0.653 -0.283 -0.078 -0.043 -0.040 -0.068 -0.389 1.011 -0.336 -0.066 -0.053 -0.055 -0.073 -0.112 -0.397 -0.146 -0.061 -0.048 -0.043 -0.075 -0.300 -0.075 -0.043 -0.040 -0.068 -0.388 1.066 -0.339 -0.086 -0.051 -0.054 -0.059 -0.096 -0.374 -0.072 -0.042 -0.048 -0.069 -0.163 0.115 0.114 0.101 0.091 0.115 0.098 0.120 0.121 0.121 0.112 0.117 0.119 0.118 0.110 0.095 0.118 0.119 0.099 0.104 0.115 0.116 0.119 0.108 0.061 0.116 0.119 0.121 0.100 0.087 0.118 0.118 0.105 0.093 0.115 0.115 0.115 0.106 0.103 0.120 0.119



The following is a DFT calculation (ωB97M-V with the def2-TZVPD basis set) of a 2-piece molecular cluster, C5H14 overall.

Geometry (Å):
C 2.19662 1.35176 0.81186
C 1.29880 0.13190 1.03685
C -0.02876 0.60239 1.75792
H 2.90631 1.50237 1.68807
H 2.87016 1.10490 0.00356
H 1.66860 2.28881 0.68133
H 0.85066 -0.27141 0.09776
H 1.60918 -0.67404 1.55478
H -0.65043 -0.14941 2.09054
H 0.28643 1.32829 2.67515
H -0.52509 1.22025 0.98884
C -2.11635 -0.46424 -1.63968
C -1.20781 -1.65856 -1.85273
H -1.92058 -0.11225 -0.51571
H -1.92941 0.48138 -2.21638
H -3.14723 -0.60601 -1.81861
H -1.39348 -2.48065 -1.10889
H -0.14513 -1.43507 -1.96082
H -1.33495 -1.97667 -2.84490

The calculation puts the calculated total energy at -5410.7469 eV. The value obtained for the max |F| is 5.26 eV/A. The calculation puts the energy above the lowest of the compared OMol25 structures with the same formula, charge and spin at 30.0 kcal/mol. The SMILES is CCC.CC. For the LUMO energy, the calculation gives 0.041 hartree. Its HOMO energy is -11.045 eV. The HOMO-LUMO gap comes out at 12.15 eV.

In elementary charge units, the Löwdin charges are: -0.122 -0.295 -0.128 0.090 0.055 0.064 0.089 0.050 0.020 0.118 0.055 -0.179 -0.184 0.085 0.074 0.034 0.088 0.055 0.032



The following is a DFT calculation (ωB97M-V with the def2-TZVPD basis set) of a 3-piece molecular cluster, C11H18FIN2P overall.

Geometry (Å):
F 1.33229 0.42420 1.36683
P -0.12519 1.02136 1.33892
C -0.94854 0.70111 -0.27094
C -0.08426 -0.22808 -1.23547
C 0.57953 0.58600 -2.39819
I 2.72522 0.24194 -2.53642
H 0.06326 2.42357 1.47123
H -0.87922 0.64313 2.47550
H -1.99137 0.32642 -0.18016
H -1.03189 1.69161 -0.77721
H -0.77891 -1.01845 -1.58654
H 0.72400 -0.75506 -0.69025
H 0.47637 1.67687 -2.25447
H 0.12154 0.24942 -3.34564
N 5.22353 -0.11873 0.47524
C 6.13594 0.70174 1.08306
C 6.60277 0.05865 2.19920
C 5.95170 -1.20120 2.26557
C 5.10954 -1.28311 1.18786
H 4.71591 0.09807 -0.36353
H 6.37176 1.66886 0.67027
H 7.33200 0.44769 2.89116
H 6.08723 -1.96116 3.01811
H 4.44077 -2.06534 0.86704
N -5.24726 -0.19064 0.39326
C -5.39740 0.65795 -0.67606
C -6.13336 0.00602 -1.62915
C -6.44466 -1.28131 -1.11761
C -5.88874 -1.37269 0.13040
H -4.74785 0.02104 1.23748
H -4.96839 1.64721 -0.66394
H -6.41938 0.40801 -2.58759
H -7.01425 -2.05235 -1.61020
H -5.89271 -2.17273 0.85223

The calculation puts the calculated total energy at -34777.8155 eV. The value obtained for the max |F| is 1.79 eV/A. For the LUMO energy, the calculation gives -0.181 hartree. Its HOMO energy is -10.316 eV. The HOMO-LUMO gap comes out at 5.38 eV. Its total charge is +1.

In elementary charge units, the Löwdin charges are: -0.178 1.066 -0.287 -0.312 -0.615 0.834 0.058 0.053 0.095 0.096 0.121 0.057 0.038 0.057 -0.012 -0.141 -0.106 -0.109 -0.153 0.032 0.106 0.094 0.093 0.101 -0.019 -0.162 -0.104 -0.099 -0.137 0.130 0.097 0.096 0.098 0.109



The following is a DFT calculation (ωB97M-V with the def2-TZVPD basis set) of a 2-piece molecular cluster, C4H14N2O2 overall.

Geometry (Å):
N 0.95340 -1.68775 1.13159
C 1.90325 -0.81868 0.36385
C 1.29969 -0.35988 -0.99609
N 0.03427 0.27160 -1.17740
C -0.01745 1.52434 -0.43497
C -1.37120 2.23443 -0.31477
O -2.08939 1.47103 0.71469
H 0.06104 -1.71639 0.82271
H 1.24179 -2.66478 1.04455
H 2.83855 -1.45037 0.17486
H 2.02421 0.01151 0.99331
H 2.07116 0.47931 -1.43066
H 1.40307 -1.19329 -1.71657
H -0.63705 -0.31450 -0.76443
H 0.40009 1.47066 0.62224
H 0.70671 2.20934 -1.08506
H -1.16561 3.29280 0.04721
H -1.99227 2.20714 -1.20434
H -1.95636 0.50393 0.44005
O -1.82020 -1.50478 0.65842
H -2.14797 -2.47363 0.51441
H -1.73976 -1.49207 1.59639

The calculation puts the calculated total energy at -11448.3148 eV. The value obtained for the max |F| is 4.73 eV/A. The calculation puts the energy above the lowest of the compared OMol25 structures with the same formula, charge and spin at 54.8 kcal/mol. The SMILES is NCCNCCO.O. For the LUMO energy, the calculation gives 0.009 hartree. Its HOMO energy is -8.795 eV. The HOMO-LUMO gap comes out at 9.05 eV.

In elementary charge units, the Löwdin charges are: 0.003 -0.229 -0.268 -0.078 -0.251 -0.215 -0.128 -0.057 0.065 0.131 0.059 0.149 0.106 0.042 0.130 0.147 0.131 0.106 0.056 -0.079 0.136 0.043



The following is a DFT calculation (ωB97M-V with the def2-TZVPD basis set) of one molecule with the formula C6H6.

Geometry (Å):
C 2.23627 -0.77168 0.31759
C 1.06297 -0.51187 0.39555
C -0.37260 -0.16000 0.46944
C -1.19198 -0.81513 -0.64434
C -0.43656 1.28618 0.35431
C -0.31609 2.48021 0.17613
H 3.27901 -1.00136 0.25557
H -0.75038 -0.44410 1.45569
H -0.80411 -0.51232 -1.62154
H -1.14232 -1.90023 -0.55275
H -2.23027 -0.48174 -0.56660
H 0.66605 2.83202 -0.03903

The calculation puts the calculated total energy at -6314.3252 eV. The value obtained for the max |F| is 1.60 eV/A. The calculation puts the energy above the lowest of the compared OMol25 structures with the same formula, charge and spin at 112.4 kcal/mol. The SMILES is C#CC(C)C#C. For the LUMO energy, the calculation gives 0.033 hartree. Its HOMO energy is -10.155 eV. The HOMO-LUMO gap comes out at 11.05 eV.

In elementary charge units, the Löwdin charges are: 0.133 -0.103 -0.399 -0.062 -0.110 0.061 0.031 0.146 0.092 0.082 0.085 0.043